Formula: C3H18IO6
Source: the Open Molecules 2025 dataset
Level of theory: ωB97M-V/def2-TZVPD

Cartesian coordinates (Å):
I  -1.1657  -0.5369  2.5533
O  1.9892  3.7742  2.3360
H  1.3302  3.0828  2.3980
H  2.8093  3.3470  2.5830
O  -2.3183  -4.9233  0.0925
H  -3.2704  -4.9625  0.1833
H  -2.0720  -4.0948  0.5038
O  -0.0420  -5.7595  5.2184
H  0.4801  -6.4311  4.7795
H  -0.2162  -5.1086  4.5385
O  -3.4483  3.5558  5.1224
H  -3.5804  3.1855  5.9952
H  -3.2234  2.8040  4.5743
O  -4.3817  1.9936  -1.7759
H  -3.8303  1.8015  -1.0174
H  -4.3217  2.9430  -1.8819
C  3.1828  0.9824  -2.4888
C  1.9690  0.8301  -3.3713
C  1.5710  -0.6764  -3.4937
O  0.9935  1.5905  -2.8504
H  2.9618  0.6868  -1.4631
H  3.3669  2.0557  -2.5338
H  4.0694  0.5051  -2.9061
H  2.2141  1.3504  -4.2972
H  1.7254  -1.3854  -2.6803
H  2.0017  -0.9969  -4.4423
H  0.4895  -0.7343  -3.6161
H  0.7164  1.1214  -2.0600

Results
Total charge: -1
Largest force on an atom in eV Å⁻¹: 3.19
Kohn-Sham gap in eV: 7.0
LUMO level in eV: 2.8952
Molar mass in u: 277.1
E in a.u.: -874.29677